Computed, not measured: a cluster of 2 separate species, CH2N2P2 in total, with ωB97M-V/def2-TZVPD.

Last column: Mulliken spin population.
Geometry (Å):
C -2.49404 -1.23198 0.03335  0.52
N -2.93061 -2.28239 0.15895  0.03
N 0.25543 0.81253 0.21734  0.48
P -1.22123 0.94010 0.44405  0.72
P 1.64526 0.14415 -0.48433  0.17
H 2.14996 1.34371 -1.04960  0.04
H 2.59523 0.27388 0.68024  0.04

Forces on the atoms, in the same order (eV/Å):
C 1.762 2.650 0.214
N -0.650 -1.323 0.044
N 3.958 -2.083 -1.342
P -4.463 -0.238 0.503
P 0.274 1.633 2.104
H 0.028 -0.239 -0.371
H -0.909 -0.400 -1.152

The multiplicity is 3. The charge is 0. For the largest force on an atom, the calculation gives 4.67 eV/Å. Its energy relative to the best compared isomer or geometry (same formula, charge and spin) is 1.852 eV. The calculation puts the HOMO-LUMO gap (spin up / spin down) at 7.128 / 5.790 eV. The value obtained for the LUMO energy (spin up / spin down) is -0.36 / -4.48 eV.



Computed, not measured: an isolated molecule of C9H7NO3, with ωB97M-V/def2-TZVPD.

Last column: natural (NBO) charge in e.
Geometry (Å):
N 1.42387 1.85084 1.86304  -0.82
C 1.51350 1.68469 0.49633  0.64
O 2.30281 2.47291 0.03058  -0.62
C 0.70084 0.82996 -0.31002  -0.26
C 0.87797 0.85842 -1.71571  -0.07
C 0.13613 0.01990 -2.54613  -0.26
C -0.75038 -0.85464 -1.97551  -0.10
C -0.88398 -0.91336 -0.58465  -0.27
C -0.24177 -0.02935 0.24954  0.45
O -0.48677 -0.21277 1.59172  -0.50
C -1.28278 -1.41478 1.73821  -0.17
C -1.63048 -1.77015 0.30806  0.53
O -2.32504 -2.72163 0.00613  -0.53
H 2.08943 2.49581 2.29069  0.41
H 0.82851 1.26147 2.44431  0.40
H 1.64990 1.51025 -2.18972  0.26
H 0.34146 0.00587 -3.60504  0.23
H -1.38376 -1.50860 -2.54937  0.23
H -2.22904 -1.34493 2.28865  0.23
H -0.65040 -2.21995 2.16889  0.22

Forces on the atoms, in the same order (eV/Å):
N -1.398 -1.723 0.680
C 1.542 3.092 2.759
O 1.245 0.445 -2.284
C -0.644 -0.478 -0.678
C 0.392 0.065 0.269
C 0.496 0.243 0.280
C -0.747 -0.638 0.709
C -0.323 0.777 -0.006
C 0.834 -0.315 -0.306
O -0.178 0.179 0.013
C 0.386 -0.211 -0.790
C -0.870 -2.384 -0.656
O 0.044 0.493 0.211
H -0.478 -0.492 -0.524
H 0.432 0.385 -0.240
H -0.744 -0.455 0.917
H -0.216 0.111 -0.108
H 0.074 -0.262 -0.279
H 0.518 0.649 0.216
H -0.367 0.517 -0.183

The charge is 0. The SMILES is NC(=O)c1cccc2c1OCC2=O. For the largest force on an atom, the calculation gives 4.42 eV/Å. Its energy relative to the best compared isomer or geometry (same formula, charge and spin) is 0.117 eV. The calculation puts the HOMO-LUMO gap at 9.106 eV. The value obtained for the LUMO energy is -0.53 eV.



Computed, not measured: a structure of composition C5H5AlCl2GaNO5, with ωB97M-V/def2-TZVPD.

Last column: natural (NBO) charge in e.
Geometry (Å):
Ga 0.97096 -2.22473 -3.60218  1.59
Al 0.82397 -0.22967 -0.48461  1.48
Cl -0.87634 -0.76913 -1.74417  -0.21
Cl 2.66980 0.43584 -1.12214  -0.29
C 1.53375 -1.55127 1.04448  0.51
C -0.65366 -2.87921 -4.42899  0.42
C 2.63942 -2.90710 -3.96098  0.39
O 2.35592 -1.44471 1.83092  -0.22
O -1.59584 -3.27462 -4.97251  -0.02
O 3.65586 -3.37820 -4.31898  0.03
N -1.22974 2.27101 3.15047  -0.65
C -1.57158 2.11054 1.70678  -0.33
C -0.73432 0.93530 1.30227  0.76
O -0.84982 -0.13326 1.90843  -0.57
O 0.22302 1.22270 0.44254  -0.84
H -1.51135 1.42536 3.65894  0.47
H -1.66506 3.08557 3.54493  0.47
H -0.21203 2.42446 3.25917  0.45
H -2.64264 1.86015 1.61011  0.29
H -1.33032 3.02098 1.17551  0.27

Forces on the atoms, in the same order (eV/Å):
Ga -3.251 3.027 2.698
Al -0.349 2.230 2.240
Cl 1.375 -1.458 -1.565
Cl 0.187 -0.809 -1.177
C 3.124 1.006 2.590
C -6.553 -2.995 -4.276
C 10.603 -4.725 -3.531
O -3.005 -0.993 -2.340
O 5.121 2.253 3.141
O -7.023 3.353 2.650
N 0.587 -0.131 -0.130
C -0.666 -0.012 0.186
C 0.271 -0.780 1.253
O 0.353 1.010 -1.660
O -0.240 -1.974 -1.109
H 0.066 0.143 0.278
H -0.665 0.660 0.536
H -0.395 -0.157 0.196
H 0.426 0.232 0.119
H 0.034 0.120 -0.099

The charge is +4. For the largest force on an atom, the calculation gives 12.13 eV/Å. Its energy relative to the best compared isomer or geometry (same formula, charge and spin) is 2.707 eV. The calculation puts the HOMO-LUMO gap (spin up / spin down) at 3.432 / 3.402 eV. The value obtained for the LUMO energy (spin up / spin down) is -19.98 / -20.00 eV.



Computed, not measured: an isolated molecule of C4H9NO2, with ωB97M-V/def2-TZVPD.

Last column: natural (NBO) charge in e.
Geometry (Å):
N 1.58863 2.60930 0.41641  -0.83
C 0.57227 1.71867 0.65044  0.68
O -0.51820 2.01930 1.09406  -0.62
C 0.64714 0.28443 -0.01512  -0.51
C -0.76456 -0.29783 -0.41584  -0.45
C -0.72680 -1.79047 -0.44099  -0.07
O -1.92405 -2.50950 -0.03637  -0.73
H 2.49188 2.18123 0.28698  0.40
H 1.39178 3.41687 0.99457  0.41
H 0.85876 -0.25634 0.88646  0.23
H 1.24333 0.30589 -0.92361  0.22
H -1.26632 0.10085 -1.31159  0.22
H -1.42327 0.16198 0.32728  0.26
H 0.18326 -2.29375 -0.02880  0.16
H -0.59789 -2.18518 -1.45162  0.16
H -1.75598 -3.46545 -0.03228  0.47

Forces on the atoms, in the same order (eV/Å):
N -1.056 -0.893 0.757
C -2.125 -1.253 -2.953
O 0.730 0.841 0.961
C -1.632 1.460 -0.189
C -0.362 1.569 1.046
C 0.415 -3.175 -1.204
O 0.028 0.752 0.739
H 0.220 0.610 0.208
H 0.984 0.276 -0.144
H 1.269 -1.164 -0.158
H 0.980 -0.456 0.616
H 0.932 -0.072 -0.202
H -0.093 -0.838 0.456
H -0.571 0.947 0.829
H 0.120 0.784 -0.672
H 0.161 0.611 -0.091

The charge is 0. The SMILES is NC(=O)CCCO. For the largest force on an atom, the calculation gives 3.85 eV/Å. Its energy relative to the best compared isomer or geometry (same formula, charge and spin) is 1.954 eV. The calculation puts the HOMO-LUMO gap at 10.582 eV. The value obtained for the LUMO energy is 0.82 eV.